(1)
DFT (ωB97M-V/def2-TZVPD) results for a molecular structure, C24H24N4NiO3PS3.

The geometry in ORCA input format:
```
! RIJCOSX wB97M-V def2-TZVPD def2/J DEFGRID3
* xyz 1 3
Ni 0.22111 0.30066 -0.41500
N 1.37708 -0.56762 1.58182
N 2.75287 -0.68480 1.42421
C 3.32788 -0.54796 0.21304
N 4.64108 -0.79522 0.16613
S 2.51710 -0.04856 -1.17298
H 1.17091 -0.03594 2.42056
H 0.95587 -1.48955 1.63330
H 3.28436 -1.09985 2.17538
H 5.18470 -1.01486 0.98364
H 5.11886 -0.66690 -0.70860
O -1.51520 0.68342 -1.65086
S -1.02436 2.03805 -2.09392
O -1.32630 2.35280 -3.45414
O 0.39313 2.08818 -1.69576
C -1.93594 3.15231 -1.04855
C -2.73397 4.10878 -1.65563
C -3.53260 4.93100 -0.87675
C -3.55222 4.77153 0.50186
C -2.74995 3.81251 1.10426
C -1.90888 3.00763 0.34047
P -0.79152 1.81091 1.13886
C 0.44241 2.83150 2.00926
C 0.13126 3.72750 3.03594
C 1.12670 4.49020 3.62372
C 2.44263 4.38559 3.18633
C 2.75933 3.52053 2.15114
C 1.76395 2.74669 1.56617
C -1.80468 0.95805 2.37829
C -2.60866 -0.07726 1.88885
C -3.42174 -0.78911 2.75668
C -3.42983 -0.48412 4.11358
C -2.62191 0.53194 4.60242
C -1.80861 1.25718 3.73797
H -2.73192 4.18994 -2.73567
H -4.15433 5.67883 -1.35212
H -4.19840 5.38912 1.11460
H -2.80367 3.67347 2.17745
H -0.88760 3.84137 3.37789
H 0.87453 5.17717 4.42210
H 3.21479 4.99097 3.64536
H 3.77620 3.45793 1.78246
H 2.00960 2.10588 0.72836
H -2.59345 -0.32037 0.83376
H -4.04430 -1.58865 2.37213
H -4.06400 -1.04280 4.79135
H -2.62258 0.76584 5.66058
H -1.16671 2.03530 4.13085
S -0.41273 -2.06031 -0.38636
C -0.30228 -2.46632 -2.04971
N -0.74733 -1.61514 -2.99991
C -0.69498 -1.86711 -4.32643
C -0.19567 -3.04816 -4.78454
C 0.26229 -3.97633 -3.84069
C 0.21557 -3.69157 -2.49375
H -1.10584 -0.71403 -2.67724
H -1.06170 -1.07844 -4.96711
H -0.15436 -3.24979 -5.84421
H 0.66573 -4.92524 -4.17247
H 0.57507 -4.39379 -1.75741
*
```

Results
**ΔE to the lowest compared entry with this formula, charge and spin**: 14.5 kJ/mol
**Expectation value of S²**: 2.01
**HOMO (alpha / beta)**: -10.863 / -10.918 eV
**Strongest force on any atom**: 0.009 hartree/bohr
**Energy**: -120214.68669 eV
**Kohn-Sham gap (alpha / beta)**: 8.40 / 8.09 eV

***

(2)
DFT (ωB97M-V/def2-TZVPD) results for a single C24H24N4O2 molecule.

The geometry in ORCA input format:
```
! RIJCOSX wB97M-V def2-TZVPD def2/J DEFGRID3
* xyz 0 1
C -5.69829 -2.21948 1.29143
C -4.38369 -1.45394 1.31110
O -4.38917 -0.59343 0.18427
C -3.32537 0.18899 -0.13191
C -3.46535 0.87754 -1.33418
C -2.47688 1.70887 -1.82359
C -1.31488 1.89453 -1.09589
C -0.15447 2.70782 -1.61729
N 0.92540 1.81895 -2.04541
C 0.57719 1.01701 -3.20147
C 1.64933 1.17793 -1.07694
N 1.80224 -0.12633 -1.19102
C 2.32926 -0.80748 -0.16171
C 2.43393 -2.25912 -0.32809
C 1.99460 -2.88782 -1.49148
C 2.11928 -4.26145 -1.59428
C 2.67386 -4.95504 -0.52796
N 3.09339 -4.36931 0.58248
C 2.97839 -3.05929 0.67803
N 2.68119 -0.29191 0.99186
C 2.70837 1.05525 1.07933
C 3.22754 1.65343 2.24325
C 3.36805 3.01333 2.31141
C 3.02382 3.81966 1.21948
C 2.47912 3.26603 0.08849
C 2.26030 1.88277 0.01521
C -1.17318 1.23194 0.11773
C -2.14270 0.37352 0.61311
O -1.99687 -0.29909 1.79984
C -0.76673 -0.21832 2.47946
H -5.78114 -2.79399 0.37279
H -6.53325 -1.52596 1.34161
H -5.74316 -2.89519 2.14061
H -3.53849 -2.14878 1.25404
H -4.29602 -0.87124 2.23445
H -4.37994 0.72352 -1.88451
H -2.61624 2.21020 -2.76945
H 0.20795 3.37132 -0.83309
H -0.45707 3.30750 -2.47885
H 1.46139 0.47292 -3.52419
H 0.24857 1.68529 -3.99643
H -0.21722 0.29773 -2.98287
H 1.56540 -2.29393 -2.28411
H 1.79150 -4.78513 -2.47950
H 2.78914 -6.03099 -0.55872
H 3.33137 -2.60691 1.59421
H 3.53658 1.00656 3.04890
H 3.77603 3.47198 3.20028
H 3.19658 4.88455 1.26900
H 2.25889 3.88625 -0.76797
H -0.27295 1.39340 0.68873
H -0.86661 -0.88586 3.33392
H -0.56718 0.79669 2.83875
H 0.06821 -0.55546 1.85715
*
```

Results
**ΔE to the lowest compared entry with this formula, charge and spin**: 214.8 kJ/mol
**SMILES**: CCOc1ccc(CN(C)c2nc(-c3cccnc3)nc3ccccc23)cc1OC
**HOMO**: -8.055 eV
**Strongest force on any atom**: 0.016 hartree/bohr
**Energy**: -35332.86944 eV
**Kohn-Sham gap**: 8.00 eV

***

(3)
DFT (ωB97M-V/def2-TZVPD) results for a single C24H24N4O6S molecule at a distorted geometry.

The geometry in ORCA input format:
```
! RIJCOSX wB97M-V def2-TZVPD def2/J DEFGRID3
* xyz 0 1
C 2.09098 2.64871 6.57202
C 1.31147 2.13147 5.37365
O 1.22229 0.71781 5.49884
C 0.82419 0.00036 4.43428
C 0.20324 0.54055 3.30546
C -0.09648 -0.27437 2.23174
C 0.19922 -1.62300 2.28535
S 0.05753 -2.56737 0.78683
O 1.01948 -2.02531 -0.13969
O 0.12165 -3.97431 1.06327
N -1.46585 -2.11066 0.23665
C -2.54391 -2.67537 1.01681
C -1.61882 -2.04223 -1.16857
C -2.33010 -0.98885 -1.72719
C -2.37866 -0.81962 -3.09890
C -1.68938 -1.69817 -3.92841
O -1.54697 -1.54344 -5.28484
C -1.86945 -0.29425 -5.85577
C -1.20280 0.90731 -5.16411
O -1.69201 2.01223 -5.21492
N -0.05557 0.58065 -4.51627
C 0.48554 1.27310 -3.41636
C 0.49488 2.66504 -3.36740
C 0.96357 3.33806 -2.24770
C 1.41720 2.58397 -1.18400
N 1.89414 2.91240 0.06850
C 2.16956 1.76813 0.79538
O 2.55859 1.73227 1.94190
N 1.89343 0.71459 -0.04127
C 1.41474 1.17875 -1.24292
C 0.96042 0.50419 -2.35406
C -1.03103 -2.79404 -3.37043
C -1.00309 -2.96895 -2.00251
C 0.75929 -2.18533 3.41919
C 1.05976 -1.37892 4.49527
H 3.08794 2.21780 6.57778
H 2.17121 3.73060 6.52047
H 1.58689 2.37115 7.49393
H 1.82812 2.38024 4.43889
H 0.30387 2.56956 5.36036
H -0.02005 1.59270 3.25007
H -0.55094 0.12662 1.33899
H -3.48177 -2.19840 0.73649
H -2.33373 -2.47738 2.06734
H -2.62574 -3.75738 0.87014
H -2.82961 -0.28202 -1.08280
H -2.92099 0.02002 -3.50426
H -1.52250 -0.35413 -6.89174
H -2.95188 -0.11652 -5.86789
H 0.21740 -0.39329 -4.55809
H 0.10878 3.21895 -4.20594
H 0.96208 4.41582 -2.21437
H 2.03282 3.84146 0.42625
H 1.91116 -0.26972 0.19511
H 0.94567 -0.57412 -2.36984
H -0.52724 -3.48381 -4.02931
H -0.47080 -3.79891 -1.56502
H 0.96774 -3.24341 3.42742
H 1.51451 -1.78123 5.38619
*
```

Results
**ΔE to the lowest compared entry with this formula, charge and spin**: 90.8 kJ/mol
**SMILES**: CCOc1ccc(S(=O)(=O)N(C)c2ccc(OCC(=O)Nc3ccc4[nH]c(=O)[nH]c4c3)cc2)cc1
**HOMO**: -7.839 eV
**Strongest force on any atom**: 0.022 hartree/bohr
**Energy**: -54359.28237 eV
**Kohn-Sham gap**: 8.44 eV

***

(4)
DFT (ωB97M-V/def2-TZVPD) results for a molecular structure, C24H24NO2PdS4Si.

The geometry in ORCA input format:
```
! RIJCOSX wB97M-V def2-TZVPD def2/J DEFGRID3
* xyz -1 1
Pd -2.06587 0.08281 -1.21376
O -7.69456 3.86017 -0.62686
C -6.70514 3.17835 -0.73141
S -5.89889 2.38978 0.63305
C -4.61598 1.63310 -0.29178
C -4.59919 1.86219 -1.60902
S -3.34894 1.25029 -2.65361
S -5.86755 2.88400 -2.26119
S -3.46933 0.59046 0.49553
C -0.06125 -2.74793 -4.73601
C -1.21170 -2.02292 -5.00582
C -1.77188 -1.25843 -3.99812
N -1.24565 -1.19685 -2.76993
C -0.15052 -1.91174 -2.50496
C 0.47382 -2.69610 -3.46142
H 0.40529 -3.34810 -5.50747
H -1.67245 -2.04147 -5.98379
H -2.66824 -0.67411 -4.15892
H 0.19725 -1.84626 -1.48333
H 1.36683 -3.24672 -3.19911
C -1.01793 -0.98424 3.18513
C 0.39749 -1.25218 2.65085
C 0.52731 -2.75093 2.35009
C 1.39573 -0.84934 3.74086
Si 0.51116 -0.28777 1.01601
O -0.72263 -0.74269 0.10588
C 0.61716 1.56370 1.37585
C 1.73012 2.11654 2.02030
C 1.83416 3.48161 2.24435
C 0.82315 4.33288 1.81117
C -0.28034 3.80850 1.15557
C -0.37874 2.43769 0.94147
C 2.15373 -0.61220 0.09716
C 3.31255 -1.17670 0.63522
C 4.47512 -1.31983 -0.11574
C 4.50791 -0.88998 -1.43369
C 3.37411 -0.31258 -1.99126
C 2.22096 -0.17622 -1.23254
H -1.19076 -1.57472 4.09427
H -1.77787 -1.24926 2.44861
H -1.15893 0.07026 3.43891
H 0.33696 -3.33708 3.25844
H 1.52447 -3.01437 1.98669
H -0.19789 -3.05562 1.59166
H 1.20547 -1.43487 4.64953
H 1.29278 0.20564 4.00260
H 2.43515 -1.02443 3.45494
H 2.54299 1.47042 2.33913
H 2.70551 3.88418 2.74783
H 0.90073 5.40063 1.97975
H -1.06897 4.46508 0.80771
H -1.24749 2.03663 0.43677
H 3.31520 -1.52760 1.65972
H 5.35508 -1.76836 0.33043
H 5.41157 -0.99879 -2.02137
H 3.39219 0.03581 -3.01751
H 1.34675 0.28971 -1.67683
*
```

Results
**ΔE to the lowest compared entry with this formula, charge and spin**: 0.0 kJ/mol
**HOMO**: -3.998 eV
**Strongest force on any atom**: 0.015 hartree/bohr
**Energy**: -85567.04447 eV
**Kohn-Sham gap**: 6.47 eV

***

Which formula does entry 3 have?
C24H24N4O6S

***

Number 3 is which compound?
C24H24N4O6S

***

What is the energy in the second record?
-35332.86944 eV

***

Which formula does entry 1 have?
C24H24N4NiO3PS3